(1)
Molecular formula: C4H6BrClO
Method: DFT, ωB97M-V/def2-TZVPD

Results
Kohn-Sham gap in eV: 10.72
E_HOMO in eV: -10.65
Spin multiplicity: 1
SMILES: CC1(C)O[C@@]1(Cl)Br
LUMO level in eV: 0.0717

Each line ends with the Löwdin charge.
CARTESIAN COORDINATES (ANGSTROEM)
H (-0.399, 2.298, -0.244)  0.13
H (0.881, -1.277, 1.483)  0.09
H (1.253, -1.541, -0.237)  0.08
C (1.218, -0.785, 0.544)  0.01
C (-1.319, -0.611, 0.005)  -1.10
C (-0.106, 0.078, 0.224)  -0.53
H (0.133, 1.335, -1.614)  0.06
O (-1.234, 0.111, 1.111)  0.01
H (1.309, 1.727, -0.201)  0.10
H (1.964, -0.079, 0.543)  0.03
C (0.270, 1.360, -0.528)  -0.06
Cl (-1.512, -2.590, 0.322)  0.42
Br (-2.458, -0.025, -1.408)  0.77

---

(2)
Molecular formula: H3N3O2P
Method: DFT, ωB97M-V/def2-TZVPD

Results
Net charge: -1
Kohn-Sham gap in eV: 8.96
E_HOMO in eV: -4.41
Spin multiplicity: 1
LUMO level in eV: 4.5497

Each line ends with the Löwdin charge.
CARTESIAN COORDINATES (ANGSTROEM)
O (-1.868, 0.693, -0.573)  -0.63
P (-3.212, 0.207, -0.155)  0.36
N (2.093, -0.311, 0.427)  -0.24
H (0.280, -1.358, 0.271)  0.11
N (2.690, 0.787, 0.351)  -0.05
H (2.084, 1.581, -0.015)  0.04
N (0.852, -0.549, -0.092)  0.02
H (0.274, 0.186, -0.481)  0.03
O (-3.192, -1.235, 0.267)  -0.64

---

(3)
Molecular formula: C6H13N2O3S
Method: DFT, ωB97M-V/def2-TZVPD

Results
Net charge: -1
Kohn-Sham gap in eV: 7.64
E_HOMO in eV: -4.17
Spin multiplicity: 1
LUMO level in eV: 3.4712

Each line ends with the Löwdin charge.
CARTESIAN COORDINATES (ANGSTROEM)
H (0.532, 1.612, -3.113)  0.09
C (0.747, 0.290, 1.322)  -0.25
N (-0.900, -0.680, -0.062)  -0.09
O (-2.619, 0.863, 1.383)  -0.48
H (1.278, 0.111, -2.933)  0.04
H (0.960, 1.835, 2.837)  0.07
C (-0.982, -1.987, 0.028)  -0.61
H (1.849, 0.069, 1.418)  0.11
O (-2.038, -2.562, 0.080)  0.00
H (1.829, 1.038, -1.023)  0.09
H (-0.542, 1.816, 2.187)  0.04
H (0.282, -0.346, 2.037)  0.10
S (-2.080, 0.940, 0.042)  0.73
C (0.486, 1.765, 1.828)  -0.10
O (-3.007, 0.816, -1.078)  -0.49
N (0.501, -0.110, -0.041)  -0.18
C (0.795, 0.928, -1.067)  -0.29
H (0.764, 2.587, 1.291)  0.02
H (0.279, 1.832, -0.887)  0.06
H (0.560, -2.870, 1.253)  0.04
C (0.356, -2.815, 0.236)  0.00
H (-0.574, 0.219, -2.637)  0.10
H (0.042, -3.749, -0.187)  0.06
H (1.006, -2.256, -0.403)  0.05
C (0.477, 0.654, -2.510)  -0.10

---

(4)
Molecular formula: H25O12
Method: DFT, ωB97M-V/def2-TZVPD

Results
Net charge: +1
Kohn-Sham gap in eV: 11.75
E_HOMO in eV: -14.21
Spin multiplicity: 1
LUMO level in eV: -2.4512

Each line ends with the Löwdin charge.
CARTESIAN COORDINATES (ANGSTROEM)
H (1.072, 1.290, -1.694)  0.06
O (0.134, -2.158, 3.360)  -0.06
O (-1.248, -3.719, -1.161)  -0.05
H (-0.271, 2.408, 3.557)  0.08
O (-0.403, 2.538, 2.611)  -0.03
H (-0.659, 1.773, 1.074)  0.06
H (3.770, 2.279, -2.485)  0.05
H (3.084, -1.587, 3.310)  0.05
H (-1.642, -3.217, -1.886)  0.03
H (-0.786, 3.208, -0.531)  0.02
H (-0.648, 3.472, 2.578)  0.07
O (0.001, -1.733, -3.061)  -0.04
H (-0.310, 1.404, -2.300)  0.04
H (0.210, -2.355, -2.356)  0.04
H (1.853, -0.620, 1.527)  0.07
H (-0.394, 1.086, -0.229)  0.07
H (-1.461, -4.607, -1.449)  0.05
H (-1.880, 0.939, -3.803)  0.08
H (0.658, -1.667, 1.255)  0.08
O (-0.972, 0.745, -3.581)  -0.03
H (-1.892, 4.002, -0.724)  0.06
H (-0.077, 0.175, 1.096)  0.06
H (-0.702, -0.190, -3.589)  0.02
H (3.529, -2.707, 2.204)  0.06
O (2.817, 2.384, -2.507)  -0.04
O (-2.485, -1.440, 1.463)  -0.05
H (-3.022, -1.179, 2.233)  0.06
H (-0.787, -2.146, 3.047)  0.03
O (0.210, 1.676, -1.479)  -0.05
H (-2.076, -0.565, 1.412)  0.00
O (-1.516, 3.533, 0.036)  -0.05
O (3.320, -1.798, 2.407)  -0.03
H (2.480, 2.516, -3.394)  0.05
H (0.512, -1.915, -3.855)  0.07
H (-0.053, -2.124, 4.303)  0.05
O (0.921, -0.747, 1.308)  0.02
O (-0.794, 0.872, 0.706)  0.08

---

(5)
Molecular formula: C4H9N2
Method: DFT, ωB97M-V/def2-TZVPD

Results
Net charge: +1
Kohn-Sham gap (spin up / spin down) in eV: 6.93 / 7.63
E_HOMO (spin up / spin down) in eV: -9.89 / -15.81
Spin multiplicity: 3
LUMO level (spin up / spin down) in eV: -2.9587 / -8.1852

Each line ends with the Löwdin spin population.
CARTESIAN COORDINATES (ANGSTROEM)
C (-0.708, -0.734, -2.139)  0.03
N (0.436, -0.360, 1.253)  0.54
H (1.087, 1.560, 1.821)  0.01
H (0.402, -0.936, -2.098)  0.00
H (2.048, 0.089, 2.563)  0.01
C (-1.235, -0.135, -0.836)  0.09
H (-0.808, 0.026, -2.940)  0.00
H (0.229, 0.803, 3.066)  0.05
C (1.014, 0.524, 2.228)  0.07
C (-0.276, 0.062, 0.277)  0.49
N (-0.572, 1.098, -0.381)  0.64
H (-0.308, 2.075, -0.721)  0.02
H (-1.282, -1.582, -2.574)  0.00
H (0.388, -1.394, 1.354)  0.01
H (-2.368, -0.221, -0.537)  0.03

---

(6)
Molecular formula: C35H57BClN13O4S3Tl
Method: DFT, ωB97M-V/def2-TZVPD

Results
Net charge: +1
Kohn-Sham gap in eV: 5.07
E_HOMO in eV: -8.94
Spin multiplicity: 1
LUMO level in eV: -3.8628

Each line ends with the Löwdin charge.
CARTESIAN COORDINATES (ANGSTROEM)
H (2.421, 1.662, 0.281)  0.02
H (3.208, -1.422, -3.109)  0.12
C (2.147, 7.781, -0.340)  -0.02
N (-0.652, -5.257, 1.658)  0.21
C (-0.477, 1.733, 5.204)  -0.02
H (1.782, -4.728, 1.744)  0.16
H (4.266, -0.553, -4.224)  0.12
H (-4.356, 0.250, 2.776)  0.02
C (0.711, -0.386, 5.725)  -0.54
H (3.682, 2.948, -4.022)  0.08
O (-0.149, -2.166, -1.572)  -0.10
H (-5.945, 3.051, -0.087)  0.09
H (4.152, 1.568, -0.036)  0.10
C (4.578, 2.338, -4.112)  -0.06
C (-2.323, -0.985, -4.192)  -0.07
C (-0.541, -0.803, 6.508)  -0.03
H (3.124, 2.706, -0.952)  0.06
C (-4.736, 0.615, 0.048)  -0.01
H (-1.173, 3.496, 4.091)  0.14
H (2.678, 8.463, -0.999)  0.09
C (-1.592, 0.401, -2.295)  -0.35
C (0.741, 0.986, 3.541)  -0.69
C (-5.139, 0.962, 2.529)  -0.04
C (4.757, 1.445, -2.886)  -0.20
H (-0.916, 1.786, 6.177)  0.13
S (1.878, 0.145, 2.601)  0.73
N (-0.796, -2.998, 1.021)  0.09
H (5.648, 0.817, -3.030)  0.13
C (-2.983, 0.079, -4.734)  -0.68
H (-1.657, -5.341, 1.510)  0.10
C (-0.600, 2.594, 4.168)  -0.05
H (-6.958, 1.990, 0.880)  0.09
H (2.365, -2.305, 1.855)  0.05
C (1.224, -1.618, 4.980)  -0.09
N (-2.077, -3.004, 0.649)  -0.42
H (2.221, -1.455, 4.585)  0.03
N (1.222, -3.920, 1.484)  0.01
C (2.166, -0.152, -4.516)  -0.05
H (4.519, 1.748, -5.022)  0.07
N (1.847, -2.743, 1.099)  0.02
H (-5.194, 1.710, 3.320)  0.09
O (-2.478, -1.980, 0.153)  0.00
C (-1.594, -0.857, -2.987)  -0.14
O (-2.764, -3.998, 0.821)  0.06
H (-1.131, -2.917, -3.144)  0.14
C (-2.398, 1.895, 1.556)  -0.60
C (-6.044, 2.578, 0.887)  -0.04
N (0.160, 2.132, 3.134)  0.02
C (-3.463, 3.717, 0.965)  -0.01
C (1.114, 4.481, 0.281)  -0.71
H (-1.630, 4.934, 0.909)  0.12
H (-6.085, 0.430, 2.490)  0.09
O (-1.033, 0.632, -1.180)  -0.15
C (-4.877, 1.634, 1.178)  -0.54
N (2.021, 5.483, 0.452)  0.00
H (2.410, -2.843, 0.261)  0.11
C (1.783, 0.154, 6.678)  -0.01
H (1.460, 4.438, 3.487)  0.12
H (0.380, 1.873, 0.886)  0.04
H (1.705, -0.887, -1.886)  0.02
N (-3.620, 2.391, 1.257)  0.01
H (2.926, 6.322, 2.208)  0.12
H (2.672, 0.449, 6.125)  0.09
S (0.407, 3.903, -1.121)  0.71
N (3.619, 0.575, -2.626)  -0.07
N (1.942, -0.184, -1.201)  0.10
Cl (-3.903, -0.102, -6.188)  0.66
B (0.020, 2.675, 1.688)  -0.70
C (2.512, 5.917, -1.955)  -0.10
H (2.316, 0.782, -5.049)  0.07
H (-2.210, 2.443, -2.433)  0.11
C (4.209, 6.340, -0.199)  -0.03
H (4.933, 2.077, -2.018)  0.10
H (2.259, 8.136, 0.683)  0.08
C (-0.928, -2.023, -2.521)  -0.20
N (-1.493, 2.886, 1.479)  0.06
H (-3.429, 2.176, -4.574)  0.11
H (-0.333, -1.722, 7.049)  0.09
C (-0.115, -4.069, 1.379)  -0.38
S (-2.039, 0.307, 2.071)  0.82
H (-3.896, -0.055, 0.214)  0.03
H (-6.132, 3.338, 1.661)  0.09
H (5.433, 3.004, -4.201)  0.08
H (-5.642, 0.020, -0.015)  0.10
H (-1.370, -0.985, 5.828)  0.10
H (3.132, 6.538, -2.596)  0.09
H (-4.280, 4.352, 0.699)  0.12
H (-0.835, -0.057, 7.240)  0.08
H (2.805, 4.879, -2.092)  0.04
Tl (0.104, -0.602, 0.403)  0.87
C (-2.146, 4.016, 1.094)  -0.04
C (-2.275, 1.486, -2.928)  0.00
H (1.266, -2.457, 5.670)  0.09
H (-4.578, 1.130, -0.898)  0.09
H (1.092, 7.794, -0.602)  0.09
N (0.349, 0.711, 4.809)  0.01
N (0.806, 3.967, 1.504)  0.04
H (-0.082, -6.066, 1.841)  0.13
H (4.450, 6.810, 0.751)  0.08
H (0.554, -1.880, 4.165)  0.07
H (4.571, 5.314, -0.176)  0.09
C (3.177, 1.717, -0.496)  -0.02
C (2.704, 6.364, -0.508)  -0.55
C (-2.935, 1.337, -4.110)  -0.08
C (3.363, -0.461, -3.617)  -0.19
H (2.055, -0.613, 7.396)  0.09
H (1.479, 6.023, -2.272)  0.04
H (1.256, -0.057, -3.931)  0.06
H (-2.342, -1.944, -4.689)  0.11
H (4.744, 6.876, -0.979)  0.09
H (2.037, -0.949, -5.244)  0.08
C (2.256, 5.595, 1.805)  -0.05
H (1.410, 1.020, 7.220)  0.09
C (1.520, 4.664, 2.443)  -0.04
C (2.878, 0.647, -1.501)  -0.39

---

Computed total energy (a.u.) in order:
-3265.37927; -657.96599; -969.80784; -917.64008; -266.79939; -4232.62083
Computed energy relative to the best compared isomer or geometry (same formula, charge and spin) (kJ/mol) in order:
118.81; 190.45; 153.40; 74.55; 335.64; 27.99
Computed maximum force (hartree/bohr) in order:
0.104; 0.040; 0.090; 0.034; 0.169; 0.043